[1]
# C53H59F3Ge2N10O2PbSbTe

C53H59F3Ge2N10O2PbSbTe as an isolated structure in a non-equilibrium geometry (wB97M-V/def2-TZVPD, the Open Molecules 2025 dataset).

XYZ file:
```
132
Properties=species:S:1:pos:R:3:lowdin_charge:R:1
Pb -0.17640 -0.73117 0.10918 0.75
Te 1.29063 -2.57865 -4.20183 1.62
Sb -0.56950 1.70246 2.03421 1.45
Ge 2.57741 -0.52728 0.07897 0.77
Ge 0.59040 -2.64986 1.87414 0.74
F -4.14414 4.80445 -2.04806 0.03
F 2.46410 6.69781 4.37677 0.04
F -3.92116 1.09678 7.27846 0.05
O 1.84037 1.80138 -4.94688 0.07
O 0.89885 1.61490 -2.95956 0.07
N -1.44540 0.33642 -2.79599 -0.16
N -3.58018 -1.09966 -1.79407 0.14
N -0.34225 -3.69554 -2.79064 -0.22
N -1.28992 -1.06006 -2.47631 -0.01
N -2.41125 1.09477 -2.04927 0.15
N 0.33703 -4.63542 -0.27071 -0.10
N -2.37633 -3.03863 -1.91315 0.11
N -3.74595 1.12812 -2.67273 0.05
N -0.85897 -4.02845 -0.47403 0.05
N 0.98858 -3.96462 -2.76323 -0.34
C 7.59713 -1.91156 2.26733 -0.11
C 0.88108 1.49107 -4.27431 -0.52
C -5.66350 1.36077 1.54516 -0.03
C -5.84111 2.26898 -0.75774 -0.11
C 4.81306 -1.74098 1.83583 -0.22
C -3.22375 2.82193 0.82329 -0.14
C -1.57402 0.45934 4.61368 -0.12
C -0.38401 0.96378 -4.91689 -0.07
C -2.60407 0.07121 -6.34176 -0.07
C -1.50826 0.58505 -7.02435 -0.09
C -4.00944 3.51091 -0.08941 -0.04
C -1.25001 3.41913 -0.39779 -0.14
C -5.47189 2.73016 -2.03138 -0.12
C -3.24072 1.23058 6.11981 -0.28
C -0.02422 -3.47419 -5.60250 -0.34
C 5.71450 -0.93752 1.13688 -0.07
C -1.12326 -3.66001 -1.70975 -0.49
C 7.08334 -1.01277 1.34610 -0.08
C 1.04422 4.85831 4.73888 -0.01
C 3.00202 -3.38739 -5.23188 -0.35
C 0.36821 3.75774 4.22539 -0.11
C 0.40046 -4.03315 4.49480 -0.19
C -0.37932 -3.10688 3.56093 -0.39
C -2.42559 -1.65237 -2.11000 -0.53
C -1.83712 2.79560 0.69974 -0.35
C -3.38676 4.14203 -1.14477 -0.28
C -1.50206 0.45161 -4.23261 -0.15
C -4.07756 0.58895 -0.17549 -0.13
C -2.83364 2.43402 4.10602 -0.12
C 6.72214 -2.74012 2.95857 -0.10
C -4.42547 2.31831 -2.80011 -0.09
C 0.43388 3.44306 2.87156 -0.34
C 1.21655 4.24481 2.04147 -0.13
C -2.26164 0.31024 5.81110 0.00
C 4.26073 2.07360 0.63326 -0.17
C -2.02057 4.10052 -1.32810 -0.01
C 2.88921 1.39737 0.60941 -0.40
C 5.35679 -2.66242 2.73999 -0.04
C -2.60201 0.00069 -4.96068 -0.02
C -3.54317 2.29319 5.29042 -0.01
C -0.40956 1.02069 -6.31033 -0.03
C 0.83332 -4.53880 1.09218 -0.46
C 4.80793 -0.57230 -2.12020 -0.17
C 2.25661 -5.06534 1.11124 -0.12
C 3.34880 -1.64171 1.58052 -0.36
C 3.34812 -0.83207 -1.74783 -0.40
C -3.56876 0.27801 -1.55423 -0.40
C 1.79980 5.62871 3.88171 -0.29
C -5.15501 1.38088 0.11410 -0.28
C -1.85337 1.51106 3.74605 -0.40
C 1.90430 5.34355 2.53581 -0.01
C 2.45865 -2.24838 2.38261 -0.29
C -3.44376 -0.23392 0.91286 -0.07
H -2.04325 -0.49910 6.49521 0.12
H -5.08795 3.52105 -0.00614 0.10
H 1.29904 4.02099 0.98553 0.08
H 0.23588 -3.13734 -6.60544 0.01
H 0.67598 -4.96526 3.99581 0.05
H 0.10169 -4.54909 -5.49199 0.02
H -3.03593 0.39523 1.71319 0.03
H -0.80615 -0.25854 4.35511 0.07
H -4.86788 1.60921 2.25276 0.06
H 2.44770 1.47254 1.60623 0.01
H 1.02857 -4.42155 -0.99391 0.05
H 0.03139 1.18556 -2.61016 0.08
H -1.57603 4.56712 -2.19691 0.12
H 2.82495 -2.74421 3.28452 0.04
H 1.32240 -3.55977 4.83835 0.05
H 3.43505 -4.17736 -4.62024 0.01
H 2.23080 1.95432 -0.06961 0.03
H -2.64243 -0.84835 0.51497 -0.04
H -6.03061 0.36859 1.81866 0.09
H 5.13300 0.42571 -1.82292 0.05
H 2.70208 -0.20142 -2.36969 0.02
H -0.64211 -2.18982 4.08976 0.01
H -3.44681 -0.41881 -4.43477 0.11
H -3.08026 -3.29882 -1.23873 0.12
H -4.17193 -0.90818 1.37198 0.10
H 2.67079 -3.79651 -6.18350 0.00
H 4.15667 3.12278 0.92853 0.06
H 2.51901 5.96412 1.89744 0.12
H 2.30978 -6.02765 0.59290 0.07
H -1.03218 -3.17704 -5.33176 0.00
H 5.32413 -0.23842 0.41425 0.05
H 0.46101 1.42291 -6.81125 0.11
H -6.04771 3.55908 -2.42909 0.11
H 2.60403 -5.20566 2.13629 0.07
H 4.92917 1.60159 1.35243 0.05
H 4.70651 -3.34365 3.27245 0.10
H 5.47767 -1.29788 -1.65853 0.06
H 7.75000 -0.36858 0.78496 0.10
H -0.18623 -4.29314 5.38046 0.06
H 0.18521 -5.16088 1.71933 0.09
H 3.09094 -1.87127 -1.98530 0.00
H -6.47324 2.07537 1.68501 0.09
H -6.71392 2.74987 -0.33059 0.12
H 2.94091 -4.36929 0.62163 0.07
H 8.66441 -1.97508 2.43892 0.09
H -1.51163 0.63765 -8.10572 0.10
H 3.74034 -2.60628 -5.40347 0.00
H -4.31466 2.99595 5.57619 0.12
H -3.03517 3.29148 3.47687 0.11
H -1.32442 -3.56970 3.26363 0.06
H -0.18165 3.35306 -0.56820 0.09
H 4.74137 2.05539 -0.34627 0.05
H -0.21759 3.14878 4.90230 0.09
H -3.72130 2.26601 1.60754 0.04
H 7.10938 -3.46071 3.66918 0.10
H -4.14063 2.88196 -3.68218 0.12
H -3.46799 -0.28532 -6.88927 0.10
H 4.93949 -0.64354 -3.20382 0.06
H 0.98712 5.12019 5.78723 0.12
```

Values from the calculation:
HOMO-LUMO gap (spin up / spin down) in eV: 6.33 / 5.48
DFT total energy in a.u.: -7907.1972
Relative energy (zero: lowest compared OMol25 entry of this formula, charge and spin) in kJ/mol: 1289.2
HOMO energy (spin up / spin down) in eV: -4.43 / -3.99
Net charge: -1

***

[2]
# C53H60BCl3N7OSW

C53H60BCl3N7OSW as an isolated structure in a non-equilibrium geometry (wB97M-V/def2-TZVPD, the Open Molecules 2025 dataset).

XYZ file:
```
127
Properties=species:S:1:pos:R:3:lowdin_charge:R:1
W -1.01433 -0.13780 0.29570 1.74
Cl -3.85741 8.11652 0.01651 0.71
Cl 0.09010 6.66590 -3.28778 0.75
Cl 4.72247 8.31743 1.60205 0.69
S 6.45797 6.18125 2.72456 1.03
O 2.67632 6.35000 0.15702 -0.09
N -3.19173 -1.42564 -1.10957 0.15
N 0.80687 -0.65825 -0.60860 0.02
N -0.63910 -2.21985 0.68438 -0.02
N -2.29445 1.64407 0.68076 0.00
N 0.37110 1.75185 0.24082 -0.05
N 1.53550 3.44192 -0.54366 -0.03
N -0.52446 0.09926 2.32209 -0.03
C -3.14031 3.62028 1.51884 -0.10
C 0.34849 2.80976 -0.54427 -0.11
C 0.44342 2.23178 5.25479 -0.17
C -4.77870 4.51446 -1.58968 -0.07
C 1.64572 1.69562 0.76528 -0.11
C -1.18878 0.82626 -2.94863 -0.20
C -0.30603 6.43723 0.68159 0.00
C -0.54080 1.28291 3.03230 -0.21
C 1.84582 -5.50581 -1.25145 -0.06
C 0.15898 1.11001 4.31096 -0.11
C 1.53514 3.15944 4.71621 -0.07
C 1.93519 4.56433 -1.38023 -0.05
C -3.90304 3.32765 0.44256 -0.10
C 0.36816 -5.51532 -0.84693 -0.17
C 4.95943 6.68801 2.07069 -0.97
C -3.88233 1.25005 -1.05349 0.09
C -2.15144 2.53663 1.65092 -0.20
C -1.69493 -0.01014 -1.81742 -0.28
C 0.32410 -4.19060 1.35181 -0.10
C 0.03845 -0.85551 3.18225 -0.18
C -5.04779 4.08371 -0.14556 -0.16
C 1.90015 -0.98805 -0.82397 -0.13
C 1.14767 -0.89618 5.55299 -0.18
C 4.03853 5.68357 2.00996 -0.31
C 0.93566 -5.16034 2.30894 -0.18
C -1.86625 0.47292 -4.27142 -0.07
C -1.22502 2.42636 2.70724 0.04
C -1.57542 6.95644 0.87274 -0.10
C 0.28320 6.36372 -0.58038 -0.16
C 1.73744 5.98115 -0.82867 -0.29
C -1.05243 -2.68816 -1.58381 0.10
C -1.79016 7.27579 -1.49776 -0.13
C -1.74056 -1.39577 -1.52306 -0.24
C 0.48544 -0.19107 4.41454 -0.11
C -0.07485 -5.67076 3.33985 -0.07
C -5.47866 -1.07710 0.62182 -0.08
C -2.97042 -0.82140 0.17922 -0.36
C -3.30783 4.71984 2.51710 -0.20
C 0.13143 -1.57775 6.47232 -0.07
C -0.51194 6.76526 -1.65718 -0.57
C -3.05818 0.04915 -1.15218 -0.31
C -4.09019 -0.79358 1.18825 -0.19
C 0.21070 -2.17798 2.94259 0.07
C -0.58260 -3.12236 -0.41083 -0.20
C 5.86245 4.59642 2.95917 -0.40
C 2.38137 2.71534 0.25973 -0.03
C -3.41792 2.05505 -0.08699 -0.19
C 4.57427 4.47419 2.54137 -0.16
C 2.64117 5.85796 1.49934 -0.17
C -0.08381 -2.82835 1.70819 -0.17
C 0.04250 -4.35777 0.03924 -0.10
C -4.12182 4.26092 3.72923 -0.06
C -2.30243 7.39285 -0.21944 -0.66
B 3.36779 -1.42784 -1.11187 -0.39
H -1.17677 3.24815 3.40603 0.11
H 6.49280 3.84005 3.39498 0.07
H 2.09837 -4.58363 -1.77552 0.07
H 1.34614 -6.00135 1.74897 0.11
H 1.73076 3.97461 5.41168 0.08
H 1.24832 3.59051 3.75532 0.06
H -0.88553 -6.21012 2.84991 0.08
H 2.46570 2.60997 4.56672 0.08
H -0.25314 -5.47158 -1.74313 0.11
H 2.99670 4.43596 -1.59419 0.15
H -5.60101 5.11960 -1.96840 0.08
H 0.11450 -6.44972 -0.34182 0.12
H 0.74450 1.82719 6.22125 0.11
H -5.49345 -2.01849 0.07504 0.08
H 0.63574 -2.10519 7.28042 0.08
H -5.13134 3.98130 3.42791 0.08
H -0.50043 3.15785 -1.10809 0.14
H 3.71939 -2.02914 -0.12078 0.02
H 4.00694 3.56149 2.63472 0.09
H -4.70700 1.49835 -1.70618 0.13
H 2.06714 -6.34742 -1.90623 0.08
H 1.74163 -0.17947 6.12175 0.11
H 0.23886 6.11738 1.55070 0.09
H -5.94741 3.46236 -0.10687 0.13
H -2.35700 7.60492 -2.35601 0.11
H -2.94538 0.62352 -4.21054 0.08
H 1.85582 -1.63298 5.16786 0.11
H -1.98629 7.05688 1.86593 0.10
H 3.41552 2.98386 0.37609 0.13
H 3.32192 -2.14353 -2.08440 0.01
H -6.20834 -1.13622 1.42854 0.08
H -3.79822 5.57145 2.04232 0.09
H 1.40157 4.48927 -2.32710 0.11
H 4.00236 -0.41709 -1.29789 0.01
H -0.54374 -0.84414 6.91280 0.08
H 0.40321 -6.34545 4.04861 0.08
H -4.19533 5.05389 4.47236 0.08
H -0.47326 2.79893 5.43769 0.12
H 2.49493 -5.57309 -0.37843 0.08
H -3.84252 -1.54705 1.94290 0.12
H -0.10526 0.70154 -3.02725 0.11
H -1.03987 -3.29249 -2.48101 0.13
H 0.67651 -2.77354 3.71331 0.11
H -1.37290 1.87790 -2.71386 0.10
H -4.65831 3.65712 -2.25187 0.06
H -5.25180 4.96174 0.46853 0.10
H 2.10679 4.90805 1.58200 0.10
H -1.69049 -0.57192 -4.52804 0.08
H -2.32644 5.07481 2.84313 0.10
H -3.86658 5.10756 -1.64837 0.06
H -0.52116 -4.85079 3.90499 0.06
H -3.66506 3.39051 4.20317 0.07
H -4.07284 0.16482 1.71362 0.11
H -0.47544 -2.29827 5.92286 0.07
H 1.78522 -4.69057 2.81313 0.12
H 2.05375 6.60119 -1.67326 0.13
H -1.48454 1.09021 -5.08403 0.08
H 1.95736 0.90233 1.42270 0.12
H 2.12708 6.60058 2.11746 0.12
H -5.80564 -0.29116 -0.06009 0.07
```

Values from the calculation:
HOMO-LUMO gap in eV: 5.69
DFT total energy in a.u.: -4384.5828
Relative energy (zero: lowest compared OMol25 entry of this formula, charge and spin) in kJ/mol: 4.4
HOMO energy in eV: -9.95
Net charge: +1

***

[3]
# C53H60GeInN3OPSi3

C53H60GeInN3OPSi3 as an isolated structure in a non-equilibrium geometry (wB97M-V/def2-TZVPD, the Open Molecules 2025 dataset).

XYZ file:
```
123
Properties=species:S:1:pos:R:3:lowdin_charge:R:1
In -0.00633 0.42432 -0.39597 0.72
Ge 0.34732 -3.71758 -0.68485 0.74
P 1.55458 3.24601 -0.51068 1.05
Si 2.11061 -4.14088 0.87696 0.36
Si -1.13378 -5.63825 -0.62281 0.40
Si 1.10357 -3.61114 -2.94603 0.36
O 3.74264 0.33213 -0.62877 0.16
N 0.53138 -0.97693 1.78364 -0.01
N -0.60967 -1.44331 2.09542 0.05
N -1.64920 1.73517 -0.88117 -0.03
C 2.39118 0.93889 5.04513 -0.09
C -5.37651 3.17121 -2.34950 -0.09
C 1.19506 -5.42090 -3.45906 -0.23
C -2.19069 -2.49502 -1.11821 -0.18
C 2.67025 1.31518 3.73783 -0.07
C 1.15846 5.04987 -2.66116 -0.09
C -2.78934 -1.81166 1.47343 -0.04
C -0.12924 -2.75831 -4.07510 -0.22
C 1.46685 -0.07220 5.28244 -0.08
C -3.82951 2.69216 -0.56197 -0.18
C -1.09597 -2.40126 -0.21478 -0.40
C -3.70653 0.65725 3.31461 -0.10
C 0.88852 4.33475 -4.94057 -0.08
C -2.06352 -5.56486 1.00522 -0.20
C -2.59851 1.57855 1.37768 -0.19
C 1.11568 -0.33536 2.92023 -0.29
C 1.05513 4.83178 1.73713 -0.11
C 2.03978 0.67653 2.68231 -0.04
C -4.27199 2.48809 -1.86567 -0.03
C 1.15985 2.70830 -3.19613 -0.11
C 2.79871 -2.88098 -3.29284 -0.20
C 0.82440 -0.70456 4.23056 -0.05
C 5.70073 3.15974 -0.36726 -0.04
C -1.42616 5.68278 0.84065 -0.07
C 1.46128 -4.34240 2.63035 -0.21
C -1.45164 1.75325 2.14690 -0.06
C -1.42723 1.39175 3.48672 -0.07
C 2.85697 -5.77998 0.33837 -0.22
C 4.31703 2.76691 -0.39958 -0.22
C -4.50933 3.59814 0.24792 -0.05
C 0.25447 5.61557 2.55365 -0.08
C -0.63226 4.89356 0.02146 -0.10
C 5.01747 5.45511 -0.04485 -0.08
C -0.34012 -7.34314 -0.68349 -0.22
C -2.59942 1.96191 -0.08158 -0.39
C -5.60476 4.29767 -0.24062 -0.09
C -0.98711 6.04339 2.10647 -0.08
C 3.99454 1.45823 -0.52677 -0.14
C -3.49204 -2.25747 -0.75941 -0.06
C 3.28563 3.76733 -0.29360 -0.31
C 0.98510 3.01240 -4.54018 -0.08
C -1.43335 -1.96951 1.10425 -0.33
C 3.51912 -2.91888 0.79426 -0.21
C 1.25073 3.72096 -2.24792 -0.36
C 6.01679 4.47607 -0.18664 -0.09
C -6.04401 4.08113 -1.53890 -0.10
C -3.73345 1.04106 1.98272 -0.06
C 3.67804 5.07977 -0.11309 -0.10
C 0.97384 5.35426 -3.99884 -0.08
C -2.55356 0.83301 4.07090 -0.08
C 0.62309 4.47035 0.46041 -0.39
C -3.80533 -1.94567 0.56793 -0.07
C -2.38435 -5.62191 -2.04339 -0.21
H 1.21952 1.67031 -2.88557 0.06
H 7.05950 4.76579 -0.16366 0.10
H 3.22731 -3.42034 -4.14153 0.03
H -6.11905 5.00883 0.39400 0.10
H 0.89496 6.38801 -4.31017 0.10
H -2.88566 -6.28633 0.99218 0.04
H -2.13456 -4.92962 -2.84778 0.00
H 1.36898 -5.40408 2.87093 0.03
H -0.99483 4.59325 -0.95332 0.11
H 3.48588 -2.97512 -2.45146 0.01
H 2.23933 0.97621 1.65878 0.06
H -1.08783 -3.27990 -4.10087 0.01
H 0.41367 -7.50248 0.08460 0.00
H 3.27201 -5.71422 -0.67091 0.03
H -4.63687 0.91360 1.39801 0.12
H -2.44678 -6.62241 -2.47835 0.03
H 1.71526 -6.03220 -2.71807 0.02
H -1.61230 6.65426 2.74508 0.10
H -3.37431 -5.34809 -1.67285 0.03
H 2.15739 -3.89141 3.34098 0.03
H -1.97808 -2.77931 -2.14169 0.07
H 3.19616 -1.89612 0.92990 0.00
H 2.89339 1.42401 5.87170 0.10
H 0.19694 -5.84499 -3.59274 0.02
H -2.98116 -1.51205 2.49639 0.10
H -2.48428 -4.57643 1.19944 0.01
H -4.27763 -2.32571 -1.50159 0.11
H -0.31456 -1.72427 -3.77345 0.03
H -5.71683 2.99877 -3.36291 0.10
H -6.90692 4.61503 -1.91620 0.10
H -1.13838 -8.07305 -0.51680 0.04
H 0.60195 5.89245 3.54087 0.10
H -0.52656 1.54619 4.06915 0.10
H 1.24109 -0.36853 6.29918 0.10
H 6.47072 2.40918 -0.48001 0.11
H 2.73400 -1.82563 -3.55666 0.03
H -4.17591 3.75703 1.26584 0.11
H -3.72088 1.79615 -2.49005 0.11
H -2.53764 0.54306 5.11391 0.11
H 4.24782 -3.15417 1.57620 0.04
H -4.83333 -1.79548 0.87002 0.11
H -4.58983 0.22434 3.76783 0.11
H 2.91139 5.83916 -0.01620 0.10
H 4.02270 -2.98953 -0.17263 0.02
H 0.27386 -2.74642 -5.09178 0.04
H -2.39745 6.00331 0.48995 0.10
H 2.13254 -6.59009 0.34972 -0.01
H 0.48836 -3.87577 2.78238 0.00
H -1.40385 -5.81749 1.83928 0.03
H 5.28502 6.49135 0.10450 0.10
H 1.22229 5.84870 -1.93234 0.11
H 0.09318 -1.48042 4.40527 0.11
H 1.73035 -5.51423 -4.40756 0.03
H 3.38275 2.10580 3.53753 0.10
H -0.57886 2.21927 1.70301 0.08
H 0.91454 2.21545 -5.26911 0.10
H 0.74364 4.57525 -5.98598 0.10
H 0.11311 -7.55871 -1.65172 0.02
H 2.01708 4.48784 2.09924 0.10
H 3.67380 -6.05043 1.01398 0.04
```

Values from the calculation:
HOMO-LUMO gap (spin up / spin down) in eV: 5.63 / 5.70
DFT total energy in a.u.: -5771.9667
Multiplicity: 2
HOMO energy (spin up / spin down) in eV: -6.22 / -6.29
Net charge: 0

***

Which of these has the lowest net charge? C53H59F3Ge2N10O2PbSbTe